(1)
{"formula": "C11H11I2N8Os", "method": "ωB97M-V/def2-TZVPD", "multiplicity": 5, "orbital_gap_ev": [8.3, 4.6], "max_force_ev_per_a": 4.052, "charge": 3, "lumo_energy_ev": [-9.9, -13.6], "e_above_lowest_kcal_mol": 11.6, "total_energy_ha": -1548.83456, "homo_energy_ev": [-18.16, -18.28], "species": ["C", "N", "N", "C", "H", "H", "C", "C", "N", "C", "H", "C", "H", "I", "N", "N", "N", "H", "C", "C", "I", "H", "C", "H", "C", "H", "H", "H", "N", "N", "Os", "C", "H"], "positions_angstrom": [[-2.356, -2.921, 2.580], [-0.923, -1.688, 1.207], [2.755, -0.002, -0.252], [-0.277, 1.194, -1.486], [1.167, 0.243, -2.417], [-4.173, -2.051, 3.059], [4.551, 1.241, -0.559], [-3.402, -1.993, 2.364], [-0.459, 0.281, -0.433], [-1.146, -2.759, 1.954], [-2.556, -3.728, 3.257], [4.838, -0.010, -1.080], [2.606, 1.899, 0.442], [5.944, 2.527, -0.072], [3.693, -0.675, -0.906], [-3.172, 3.131, -1.300], [-1.144, 2.139, -1.772], [-2.943, 3.872, -1.941], [-3.225, -0.901, 1.572], [-1.960, -0.806, 0.986], [1.978, -3.321, 0.387], [3.620, -1.732, -1.006], [-2.280, 2.185, -1.080], [-3.913, -0.100, 1.517], [-1.720, 0.324, 0.103], [-0.350, -3.382, 2.167], [5.752, -0.447, -1.518], [-3.988, 3.216, -0.738], [-2.585, 1.226, -0.149], [0.825, 1.120, -2.201], [0.876, -1.006, 0.396], [3.231, 1.200, -0.051], [0.738, 1.721, -3.027]]}



(2)
{"formula": "C4H8O2", "method": "ωB97M-V/def2-TZVPD", "orbital_gap_ev": 9.2, "smiles": "CO/C=C/OC", "max_force_ev_per_a": 1.376, "lumo_energy_ev": 1.0, "e_above_lowest_kcal_mol": 65.2, "total_energy_ha": -307.60855, "homo_energy_ev": -8.24, "species": ["H", "H", "C", "H", "H", "C", "C", "C", "H", "H", "H", "O", "O", "H"], "positions_angstrom": [[0.030, -1.697, 0.302], [0.136, 1.381, -0.054], [0.438, -0.685, -2.475], [-0.898, 1.422, 1.625], [0.031, -0.559, -3.482], [0.020, -0.632, 0.526], [-0.434, 0.805, 2.403], [0.012, 0.354, -0.377], [0.176, -1.694, -2.151], [1.493, -0.504, -2.491], [-1.186, 0.587, 3.168], [0.030, -0.419, 1.874], [-0.247, 0.284, -1.715], [0.400, 1.358, 2.847]]}



(3)
{"formula": "CH4N4O2", "method": "ωB97M-V/def2-TZVPD", "orbital_gap_ev": 9.5, "smiles": "O=[N+]([O-])N1CNN1", "max_force_ev_per_a": 5.152, "lumo_energy_ev": 0.7, "e_above_lowest_kcal_mol": 129.9, "total_energy_ha": -409.74178, "homo_energy_ev": -8.78, "species": ["N", "N", "O", "C", "H", "H", "O", "H", "N", "H", "N"], "positions_angstrom": [[-1.928, -0.069, -0.042], [0.301, 1.291, -0.134], [-2.102, -1.229, -0.248], [0.706, -0.789, 0.050], [1.266, -1.197, 0.863], [2.330, 0.255, -0.458], [-2.600, 0.867, 0.065], [0.341, -1.624, -0.618], [-0.375, 0.223, 0.494], [0.694, 1.937, 0.686], [1.365, 0.335, -0.658]]}



(4)
{"formula": "C5H12N", "method": "ωB97M-V/def2-TZVPD", "orbital_gap_ev": 9.2, "smiles": "C=CC[C@@H](C)[NH3+]", "max_force_ev_per_a": 2.143, "charge": 1, "lumo_energy_ev": -3.6, "e_above_lowest_kcal_mol": 50.5, "total_energy_ha": -252.15064, "homo_energy_ev": -12.79, "species": ["H", "C", "C", "C", "H", "N", "H", "H", "H", "H", "C", "H", "H", "H", "H", "H", "H", "C"], "positions_angstrom": [[-0.800, 2.357, -0.239], [0.482, -0.764, 0.408], [-0.827, -1.164, 1.032], [-1.971, -1.372, 0.346], [0.821, 2.404, 0.480], [1.589, 0.650, -1.270], [1.200, -0.562, 1.207], [-0.831, -1.533, 2.054], [-2.051, -2.013, -0.528], [2.241, 1.149, -0.654], [0.302, 0.488, -0.459], [2.028, -0.222, -1.560], [-2.834, -1.394, 1.006], [-0.459, 1.607, 1.253], [0.901, -1.568, -0.214], [1.459, 1.333, -2.019], [-0.451, 0.236, -1.203], [-0.041, 1.764, 0.261]]}



(5)
{"formula": "C21H28N4O", "method": "ωB97M-V/def2-TZVPD", "orbital_gap_ev": 8.3, "smiles": "CCN(CC)CCn1c(NCc2ccc(OC)cc2)nc2ccccc21", "max_force_ev_per_a": 0.737, "lumo_energy_ev": 0.7, "e_above_lowest_kcal_mol": 14.9, "total_energy_ha": -1111.29144, "homo_energy_ev": -7.54, "species": ["H", "H", "H", "C", "H", "C", "H", "H", "H", "H", "O", "C", "N", "C", "C", "H", "C", "H", "H", "C", "C", "C", "H", "H", "C", "C", "H", "C", "C", "C", "C", "N", "H", "C", "H", "C", "H", "C", "C", "H", "C", "N", "H", "N", "H", "C", "H", "H", "H", "H", "H", "H", "H", "H"], "positions_angstrom": [[-0.567, -2.738, -1.225], [-2.561, -4.571, 2.586], [-2.724, -2.829, 2.949], [-2.264, 1.581, -3.997], [3.105, -2.956, -1.412], [1.426, 1.544, 0.603], [1.671, -3.458, 3.097], [1.456, 4.363, 0.963], [0.014, -0.298, 2.421], [3.013, -3.005, 1.073], [-0.833, -3.635, 3.252], [-0.945, 0.174, 2.216], [0.297, -0.799, -2.796], [-0.620, 2.662, -2.584], [2.112, -2.502, -1.448], [-1.198, 3.168, 1.895], [0.381, 4.393, 1.128], [2.767, -0.653, -0.759], [-0.113, 4.594, 0.182], [1.934, -3.048, 1.006], [-0.502, 0.277, -3.095], [1.311, -2.857, -0.223], [-2.511, -4.001, 4.272], [1.592, -2.816, -2.354], [-2.233, -3.762, 3.247], [-0.828, -3.166, 0.853], [-1.903, -3.205, 0.767], [0.000, 1.434, -2.456], [-0.198, -3.370, 2.075], [-1.762, 2.716, -3.364], [-1.647, 0.351, -3.875], [0.056, 1.982, 0.770], [0.375, 2.884, 2.670], [-0.127, 3.074, 1.705], [2.093, 2.085, 1.284], [1.195, -3.302, 2.141], [1.521, 0.474, 0.827], [-0.074, -2.909, -0.280], [-0.920, 0.917, 0.875], [1.753, 2.850, -1.091], [1.897, 1.797, -0.846], [2.288, -1.060, -1.551], [-0.238, 3.544, -2.094], [1.133, 1.023, -1.783], [-1.703, -0.603, 2.184], [1.236, -0.327, -2.021], [-1.903, 1.360, 0.688], [-1.180, 0.854, 3.031], [-2.275, 3.659, -3.484], [-2.034, -0.527, -4.367], [2.961, 1.557, -0.949], [-0.727, 0.202, 0.072], [-3.158, 1.670, -4.597], [0.162, 5.206, 1.816]]}



(6)
{"formula": "C2H7NS", "method": "ωB97M-V/def2-TZVPD", "multiplicity": 2, "orbital_gap_ev": [7.6, 6.0], "max_force_ev_per_a": 3.465, "charge": 1, "lumo_energy_ev": [-7.4, -8.8], "e_above_lowest_kcal_mol": 88.8, "total_energy_ha": -532.87446, "homo_energy_ev": [-14.95, -14.75], "species": ["H", "H", "H", "H", "S", "H", "C", "C", "H", "H", "N"], "positions_angstrom": [[-0.687, 1.823, -0.005], [0.423, -0.951, -0.901], [-1.336, 0.895, -1.412], [0.550, -1.035, 1.284], [-1.807, -0.312, 0.615], [1.303, 0.425, 1.533], [-0.829, 0.747, -0.388], [0.610, 0.129, -0.398], [-0.816, -2.015, -0.195], [1.422, 0.670, -0.969], [1.168, -0.376, 0.836]]}



(7)
{"formula": "C31H29ClI2N3O2Y", "method": "ωB97M-V/def2-TZVPD", "orbital_gap_ev": 7.1, "max_force_ev_per_a": 1.135, "lumo_energy_ev": -0.3, "total_energy_ha": -2607.50076, "homo_energy_ev": -7.37, "species": ["H", "C", "H", "H", "C", "H", "C", "H", "Cl", "C", "C", "H", "H", "C", "C", "C", "H", "I", "H", "C", "C", "C", "C", "Y", "C", "O", "H", "H", "H", "C", "C", "H", "C", "C", "H", "C", "I", "C", "C", "O", "C", "H", "N", "H", "H", "H", "H", "C", "H", "C", "C", "C", "C", "H", "H", "N", "C", "C", "H", "C", "H", "H", "C", "N", "H", "H", "H", "H", "C"], "positions_angstrom": [[2.204, -1.480, 2.377], [0.159, 2.033, -2.135], [3.548, 1.327, -4.083], [-3.196, -5.464, -2.824], [-1.257, 3.668, -2.709], [2.058, 1.075, 1.178], [2.709, -1.604, -0.366], [-3.177, -1.116, 5.967], [-0.483, -1.471, -2.276], [-2.910, -0.416, -0.893], [-3.146, -4.455, -2.432], [0.955, -2.728, 2.421], [2.622, -3.156, 1.998], [1.851, -2.391, 1.896], [-2.013, -3.684, -2.638], [5.008, -1.955, -1.026], [1.895, 1.085, -2.942], [-3.706, 1.684, 7.007], [-5.090, -4.515, -1.522], [-2.458, 1.691, 4.195], [-1.977, -2.405, -2.113], [4.381, 1.723, -3.499], [-2.023, 3.805, 3.119], [-0.827, 0.235, 0.097], [3.841, -2.405, -0.432], [1.269, 1.002, 1.729], [3.309, 2.231, -1.694], [4.526, 2.768, -3.782], [-1.763, 4.472, -3.223], [3.938, 0.165, -1.509], [-1.548, 3.103, 1.999], [-3.795, -0.191, -0.290], [-2.827, -0.491, 5.155], [4.140, 1.593, -1.992], [-1.194, 3.626, 1.118], [-4.137, -2.623, -1.213], [-2.174, -3.172, 3.896], [-2.290, -1.099, 4.004], [-1.639, 3.087, -1.500], [-1.302, -0.884, 1.853], [-1.825, -0.362, 2.926], [-2.034, 4.887, 3.109], [1.536, 0.440, -1.000], [3.807, -3.395, 0.011], [0.472, 3.148, -4.017], [-4.976, -2.215, -0.661], [0.717, -1.431, 0.394], [-1.941, 1.068, 3.037], [5.016, 1.984, -1.471], [1.532, -2.134, 0.425], [-3.020, -1.800, -1.412], [-2.905, 0.867, 5.259], [-4.202, -3.919, -1.702], [-2.920, 0.283, -1.742], [1.145, -3.045, -0.035], [-1.515, 1.793, 1.954], [-0.112, 2.980, -3.122], [-2.480, 3.104, 4.197], [5.272, 1.167, -3.796], [1.275, 1.153, -2.048], [-1.158, -4.072, -3.178], [1.348, 1.659, 2.428], [2.731, -0.337, -0.983], [-0.789, 2.110, -1.128], [5.883, -2.591, -1.066], [-2.513, 3.313, -0.906], [-2.863, 3.623, 5.066], [5.983, -0.278, -1.930], [5.053, -0.667, -1.527]]}



(8)
{"formula": "C4H5ClS", "method": "ωB97M-V/def2-TZVPD", "orbital_gap_ev": 8.9, "max_force_ev_per_a": 4.534, "lumo_energy_ev": -0.5, "e_above_lowest_kcal_mol": 124.6, "total_energy_ha": -1013.58118, "homo_energy_ev": -9.47, "species": ["C", "H", "H", "S", "H", "C", "H", "C", "Cl", "C", "H"], "positions_angstrom": [[0.291, 1.484, 0.168], [0.219, -1.198, 1.435], [-0.520, -2.034, -0.143], [-0.627, -0.124, -1.942], [-1.484, -0.055, -0.145], [-0.239, 0.111, -0.238], [1.666, 2.997, 1.604], [0.212, -1.213, 0.379], [1.764, -1.811, -0.374], [1.017, 2.233, 0.855], [-2.299, -0.389, -1.599]]}



(9)
{"formula": "C12H14ClN5O13SV", "method": "ωB97M-V/def2-TZVPD", "multiplicity": 4, "orbital_gap_ev": [5.5, 8.6], "max_force_ev_per_a": 4.984, "charge": -2, "lumo_energy_ev": [4.6, 4.6], "e_above_lowest_kcal_mol": 48.9, "total_energy_ha": -3520.03711, "homo_energy_ev": [-0.87, -4.04], "species": ["H", "H", "C", "O", "H", "N", "H", "C", "H", "H", "N", "O", "O", "N", "H", "H", "H", "C", "O", "N", "O", "V", "O", "C", "C", "H", "C", "O", "O", "H", "C", "C", "H", "H", "H", "O", "C", "O", "C", "O", "S", "C", "N", "O", "C", "Cl", "O"], "positions_angstrom": [[1.576, 1.190, -0.826], [-1.191, -2.187, 0.478], [1.183, 0.469, -2.809], [0.712, 2.477, 0.901], [2.972, -2.038, 2.687], [2.215, -1.384, 2.543], [1.070, -1.798, -0.515], [2.157, -0.906, 4.998], [-2.336, 0.055, -1.435], [2.187, 0.608, -3.184], [-0.380, 0.564, -0.989], [-1.167, 1.507, 2.881], [-0.258, 1.198, 4.889], [-0.415, -0.905, -5.862], [-2.233, -3.158, -0.272], [-1.924, -0.467, -3.780], [2.407, -2.632, 0.276], [0.595, -0.425, -5.043], [1.583, -0.230, 5.887], [0.645, -0.143, 1.643], [-0.533, 3.312, -0.885], [-0.848, 0.973, 0.805], [-1.029, 3.990, 1.322], [-1.336, 0.154, -1.850], [1.646, -0.707, 3.579], [0.507, 0.627, 5.361], [-0.325, 0.981, 3.594], [-2.543, 1.764, 0.329], [-4.146, 0.691, 1.866], [2.662, -1.036, -0.464], [0.856, 0.759, -1.512], [0.211, -0.040, -3.695], [-0.155, -0.983, -6.833], [-1.188, -2.280, -1.133], [-1.366, -0.638, -5.676], [3.085, -1.706, 5.121], [-1.093, -0.143, -3.168], [1.749, -0.412, -5.468], [0.658, 0.069, 3.003], [-2.119, -0.420, 1.063], [-3.273, 0.521, 0.732], [1.592, -1.029, 1.390], [-1.263, -2.854, -0.295], [-3.978, -0.030, -0.425], [1.959, -1.656, 0.092], [-0.037, 3.610, 0.409], [0.909, 4.689, 0.269]]}



(10)
{"formula": "C5H30N10O10", "method": "ωB97M-V/def2-TZVPD", "orbital_gap_ev": 9.4, "smiles": "NC(N)=O.NC(N)=O.NC(N)=O.NC(N)=O.NC(N)=O.O.O.O.O.O", "max_force_ev_per_a": 3.737, "lumo_energy_ev": 0.1, "e_above_lowest_kcal_mol": 29.0, "total_energy_ha": -1508.67277, "homo_energy_ev": -9.30, "species": ["H", "H", "H", "H", "C", "O", "H", "H", "C", "N", "H", "H", "H", "O", "H", "H", "H", "N", "H", "N", "H", "N", "H", "N", "C", "C", "N", "H", "H", "O", "H", "O", "H", "H", "H", "N", "N", "H", "C", "H", "O", "O", "H", "O", "H", "O", "H", "H", "O", "H", "H", "N", "O", "H", "N"], "positions_angstrom": [[21.097, -39.669, -9.743], [19.748, -40.351, -8.884], [24.486, -38.240, -5.569], [26.107, -40.419, -2.689], [20.485, -38.921, -7.817], [24.627, -39.165, -5.807], [21.766, -38.594, 1.203], [24.506, -36.661, 1.685], [18.682, -34.366, -6.599], [22.661, -37.226, -3.263], [19.177, -36.851, -1.907], [17.230, -33.747, -7.913], [26.826, -39.797, -1.083], [24.729, -34.935, -5.377], [23.648, -37.025, -3.159], [22.073, -37.163, -2.446], [16.651, -34.703, -6.623], [20.862, -37.701, -4.509], [20.454, -38.011, -5.384], [17.438, -34.317, -7.113], [19.877, -40.642, -4.971], [25.700, -39.555, -2.986], [23.601, -35.382, -1.413], [21.567, -38.117, -7.860], [25.864, -38.461, -2.198], [22.629, -36.893, 0.840], [18.819, -35.145, -5.533], [24.239, -35.769, -5.443], [18.779, -40.524, -3.926], [19.477, -41.109, -4.228], [23.896, -39.632, -5.390], [24.520, -35.134, -1.258], [23.930, -35.499, 0.491], [25.223, -39.487, -3.878], [25.040, -35.800, -1.746], [22.370, -37.922, 1.654], [23.759, -36.244, 1.164], [26.622, -38.222, -0.308], [22.118, -37.234, -4.501], [19.611, -35.175, -4.917], [22.832, -37.066, -5.509], [19.334, -37.734, -2.261], [25.511, -35.069, -5.919], [19.709, -38.998, -6.859], [18.029, -35.678, -5.210], [25.397, -37.332, -2.384], [22.856, -38.123, 2.506], [22.208, -38.263, -8.615], [21.937, -36.584, -0.135], [21.924, -37.612, -7.052], [20.442, -37.709, -3.581], [26.606, -38.822, -1.114], [19.614, -33.697, -7.053], [18.516, -38.211, -2.094], [20.487, -39.662, -8.953]]}